(1)
Entry from the Open Molecules 2025 dataset: a gas-phase ion, C3H3NO2P (charge -1) (the ωB97M-V functional and the def2-TZVPD basis).

The largest force on an atom is 4.4 eV/Å. As for the net charge: -1. The gap between HOMO and LUMO comes out at 7.73 eV. The energy above the lowest of the compared OMol25 structures with the same formula, charge and spin comes out at 62.5 kJ/mol. The HOMO energy is -3.7 eV.

Last column: Löwdin charge in e.
Cartesian coordinates (Å):
N  -0.63416  1.01365  1.05593  -0.37
P  0.94665  1.40504  0.40497  0.74
C  1.22414  -0.39190  -0.53091  -0.69
O  2.41543  -0.66383  -0.65127  -0.11
C  0.07360  -0.94407  -0.85415  -0.11
C  -1.12535  -1.29725  -1.09257  -0.33
O  -2.13651  -1.82242  -1.43576  0.00
H  -1.38888  1.68402  0.74970  0.01
H  -0.87057  0.12756  0.62591  -0.06
H  1.49564  0.88920  1.72816  -0.08

***

(2)
Entry from the Open Molecules 2025 dataset: a single C3H3NO2S molecule (the ωB97M-V functional and the def2-TZVPD basis).

The largest force on an atom is 4.1 eV/Å. As for the net charge: 0. The gap between HOMO and LUMO comes out at 9.14 eV. The energy above the lowest of the compared OMol25 structures with the same formula, charge and spin comes out at 766.2 kJ/mol. The HOMO energy is -9.3 eV.

Last column: Löwdin charge in e.
Cartesian coordinates (Å):
C  -1.42042  2.06956  0.40930  -0.13
C  0.23886  0.55963  -0.58943  0.01
C  -1.46595  -0.39276  0.49999  -0.28
N  -1.95824  0.89262  0.81302  -0.29
O  -4.05064  -0.61455  -0.11227  -0.46
O  -0.25861  1.82143  -0.17172  -0.15
S  -2.83176  0.02667  -0.50257  0.98
H  1.20084  0.34752  -0.13897  0.07
H  0.31145  0.36490  -1.69808  0.10
H  -1.22036  -1.22434  1.28794  0.14

***

(3)
Entry from the Open Molecules 2025 dataset: a single C3H3NO2S molecule (the ωB97M-V functional and the def2-TZVPD basis).

The largest force on an atom is 2.5 eV/Å. As for the net charge: 0. The gap between HOMO and LUMO comes out at 9.21 eV. The energy above the lowest of the compared OMol25 structures with the same formula, charge and spin comes out at 303.6 kJ/mol. The HOMO energy is -8.5 eV.

Last column: Löwdin charge in e.
Cartesian coordinates (Å):
S  2.94143  -0.08470  0.00038  0.74
N  1.57273  -1.17969  -0.03601  -0.23
C  0.44768  -0.68899  -0.10558  -0.58
O  0.26602  0.67520  -0.17411  0.01
C  -1.10758  0.82409  -0.02416  -0.07
C  -1.73783  -0.33373  0.04431  0.00
O  -0.72472  -1.36679  -0.10210  0.06
H  2.55026  1.16431  0.01556  -0.19
H  -1.51580  1.77596  0.07354  0.11
H  -2.69221  -0.78566  0.30817  0.14

***

(4)
Entry from the Open Molecules 2025 dataset: 2 unconnected molecules or ions with the total composition C3H3NO2S2 (the ωB97M-V functional and the def2-TZVPD basis).

The largest force on an atom is 4.3 eV/Å. As for the net charge: 0. The gap between HOMO and LUMO comes out at 7.88 eV. The energy above the lowest of the compared OMol25 structures with the same formula, charge and spin comes out at 243.7 kJ/mol. The HOMO energy is -9.4 eV.

Last column: Löwdin charge in e.
Cartesian coordinates (Å):
C  0.77795  0.92287  -0.39184  -0.85
C  -0.97075  0.52756  -2.14830  0.08
C  1.32975  -0.27540  0.23630  -0.15
N  -0.18299  0.68528  -1.31909  -0.08
O  -2.07072  0.24060  1.30950  -0.43
O  -1.63584  -1.82340  0.18392  -0.43
S  0.85194  2.40161  0.39182  0.73
S  -2.53462  -0.75563  0.40589  0.84
H  2.16698  -0.15476  0.91504  0.07
H  1.57549  -1.05259  -0.59441  0.13
H  0.69281  -0.71614  1.01117  0.08

***

(5)
Entry from the Open Molecules 2025 dataset: a single C3H3NO3 molecule (the ωB97M-V functional and the def2-TZVPD basis).

The largest force on an atom is 0.6 eV/Å. As for the net charge: 0. The gap between HOMO and LUMO comes out at 9.69 eV. The energy above the lowest of the compared OMol25 structures with the same formula, charge and spin comes out at 427.7 kJ/mol. The HOMO energy is -8.9 eV.

Last column: Löwdin charge in e.
Cartesian coordinates (Å):
O  1.37981  -0.98948  1.35692  0.11
C  1.83013  -0.43506  0.39523  -0.30
O  1.11053  0.33830  -0.45062  0.09
C  -0.22346  0.33658  -0.21830  -0.33
C  -1.15699  -0.14617  0.60029  -0.03
O  -2.18970  0.28334  -0.25414  -0.05
N  -1.17018  0.94019  -1.06794  0.10
H  2.86835  -0.45926  0.04851  0.15
H  -1.28877  -0.46591  1.62148  0.12
H  -1.15974  0.59748  -2.03143  0.14

***

(6)
Entry from the Open Molecules 2025 dataset: a single C3H3NO3 molecule (the ωB97M-V functional and the def2-TZVPD basis).

The largest force on an atom is 0.7 eV/Å. As for the net charge: 0. The gap between HOMO and LUMO comes out at 9.53 eV. The energy above the lowest of the compared OMol25 structures with the same formula, charge and spin comes out at 425.9 kJ/mol. The HOMO energy is -9.4 eV.

Last column: Löwdin charge in e.
Cartesian coordinates (Å):
N  -0.58680  1.29227  -0.81297  0.25
C  -0.45662  0.12039  -0.41871  -0.50
O  0.60025  -0.75347  -0.54089  0.08
C  1.82977  -0.35724  -0.08995  -0.28
O  2.07056  0.68162  0.44594  0.12
C  -1.96991  -0.08859  1.29246  0.13
O  -1.50109  -0.58033  0.15494  -0.06
H  0.26705  1.65929  -1.22562  0.09
H  2.54244  -1.16297  -0.30460  0.15
H  -2.79565  -0.81096  1.49941  0.02

***

(7)
Entry from the Open Molecules 2025 dataset: a single C3H3NO3 molecule (the ωB97M-V functional and the def2-TZVPD basis).

The largest force on an atom is 2.4 eV/Å. As for the net charge: 0. The gap between HOMO and LUMO comes out at 9.41 eV. The energy above the lowest of the compared OMol25 structures with the same formula, charge and spin comes out at 325.7 kJ/mol. The HOMO energy is -9.7 eV.

Last column: Löwdin charge in e.
Cartesian coordinates (Å):
O  -0.17975  2.71893  -0.68330  0.07
C  -0.61149  1.60700  -0.96810  -0.15
C  -0.22676  0.29569  -0.38606  -0.35
N  -0.67094  -0.80806  -0.82254  0.16
O  -0.05589  -1.75969  -0.03178  -0.06
C  0.67758  -1.09072  1.00289  -0.15
O  0.60743  0.25048  0.65498  0.07
H  -1.35940  1.51614  -1.78736  0.13
H  1.69613  -1.41105  1.07693  0.13
H  0.12309  -1.31871  1.94435  0.14

***

(8)
Entry from the Open Molecules 2025 dataset: a molecular structure, C3H3NO3 (the ωB97M-V functional and the def2-TZVPD basis).

The largest force on an atom is 3.7 eV/Å. As for the net charge: 0. The gap between HOMO and LUMO comes out at 9.12 eV. The energy above the lowest of the compared OMol25 structures with the same formula, charge and spin comes out at 617.2 kJ/mol. The HOMO energy is -8.9 eV.

Last column: Löwdin charge in e.
Cartesian coordinates (Å):
C  -0.84567  0.81728  -0.28298  -0.04
C  0.56680  1.25426  -0.53645  -0.14
C  -1.95060  -0.78779  0.09889  -0.54
N  1.52439  -0.06065  -0.19063  0.12
O  -0.96036  -1.39252  0.37445  0.08
O  -3.05133  -0.56641  -0.21505  0.17
O  -0.26212  1.45760  0.65307  -0.01
H  0.79158  -0.81754  0.12882  0.13
H  1.80559  0.34433  0.67841  0.10
H  2.38171  -0.24853  -0.70854  0.14

***

(9)
Entry from the Open Molecules 2025 dataset: a single C3H3NO3S molecule (the ωB97M-V functional and the def2-TZVPD basis).

The largest force on an atom is 4.7 eV/Å. As for the net charge: 0. The gap between HOMO and LUMO comes out at 9.65 eV. The energy above the lowest of the compared OMol25 structures with the same formula, charge and spin comes out at 492.7 kJ/mol. The HOMO energy is -9.4 eV.

Last column: Löwdin charge in e.
Cartesian coordinates (Å):
O  0.78470  -2.15057  1.24235  0.11
C  0.46463  -1.11693  0.74502  -0.48
C  -0.22440  0.09317  1.15115  -0.01
C  -0.30837  0.84469  0.05937  -0.67
S  -0.86979  2.59100  0.15884  0.82
O  -0.05435  0.17280  -1.00542  0.03
N  0.66481  -1.01261  -0.62716  -0.03
O  0.50382  -2.24651  -1.35790  0.04
H  -0.39697  0.09545  2.21193  0.13
H  -1.16549  2.72893  -1.18426  -0.10
H  1.36093  -2.32340  -1.94442  0.17

***

(10)
Entry from the Open Molecules 2025 dataset: 2 unconnected molecules or ions with the total composition C3H3NO4 (the ωB97M-V functional and the def2-TZVPD basis).

The largest force on an atom is 10.4 eV/Å. As for the net charge: 0. The gap between HOMO and LUMO comes out at 8.88 eV. The energy above the lowest of the compared OMol25 structures with the same formula, charge and spin comes out at 742.9 kJ/mol. The HOMO energy is -10.7 eV.

Last column: Löwdin charge in e.
Cartesian coordinates (Å):
C  -1.30697  1.10535  0.73432  -0.20
C  0.43938  -0.22627  -0.28493  -0.36
C  -0.26683  -1.61191  -0.34837  0.03
H  1.51784  1.43464  -0.61068  0.16
H  -1.35135  2.20649  1.25497  0.19
H  -1.68995  -1.51809  0.13464  0.25
N  0.07248  0.93763  0.52519  -0.05
O  0.94532  2.00257  0.12042  -0.03
O  -2.23730  0.23959  0.68878  -0.04
O  1.54928  -0.21312  -0.70777  0.12
O  0.72052  -2.56521  -0.73412  -0.06